No. 1
ORCA calculation (the ωB97M-V functional and the def2-TZVPD basis) on 8 unconnected molecules or ions with the total composition C30H78N12O8P2 in a non-equilibrium geometry.

```
130
Properties=species:S:1:pos:R:3:mulliken_charge:R:1
C -4.878 -4.593 2.051 -1.136
N -3.749 -4.381 2.935 0.443
C -3.888 -5.101 4.156 -1.096
P -2.859 -2.985 2.842 0.408
O -2.881 -2.441 1.475 -0.993
N -3.412 -1.811 3.856 0.441
C -3.115 -1.737 5.264 -1.200
C -4.555 -0.981 3.400 -1.058
N -1.379 -3.406 3.462 0.834
C -0.871 -4.773 3.672 -1.183
C -0.424 -2.354 3.786 -1.296
H -4.870 -3.992 1.135 0.242
H -5.827 -4.495 2.480 0.316
H -4.768 -5.655 1.708 0.381
H -3.714 -6.147 4.046 0.405
H -4.917 -4.958 4.605 0.317
H -3.166 -4.865 5.024 0.242
H -2.600 -0.750 5.433 0.263
H -4.070 -1.690 5.857 0.356
H -2.564 -2.513 5.671 0.452
H -5.525 -1.462 3.553 0.235
H -4.487 -0.051 3.960 0.437
H -4.441 -0.731 2.313 0.237
H -1.541 -5.525 3.331 0.439
H 0.022 -4.931 3.035 0.256
H -0.572 -4.964 4.671 0.329
H -0.671 -1.387 3.248 0.218
H 0.562 -2.674 3.415 0.465
H -0.315 -2.177 4.832 0.245
C 2.556 2.128 2.897 -1.082
N 2.292 3.411 2.213 0.320
C 3.134 3.579 1.025 -1.366
P 1.364 4.589 2.862 0.423
O 1.806 5.220 4.097 -0.884
N 1.193 5.752 1.670 0.548
C 1.666 7.086 1.859 -1.020
C 0.423 5.511 0.472 -0.876
N -0.176 3.868 2.971 0.550
C -1.097 4.259 3.993 -1.105
C -0.560 2.807 2.098 -1.111
H 1.964 2.021 3.816 0.327
H 3.551 2.361 3.286 0.522
H 2.435 1.220 2.208 0.215
H 2.616 3.669 0.073 0.265
H 3.839 2.777 1.147 0.626
H 3.749 4.455 1.183 0.366
H 0.892 7.832 2.151 0.317
H 2.364 7.026 2.756 0.318
H 2.200 7.475 0.957 0.269
H 0.886 5.996 -0.351 0.600
H 0.330 4.436 0.210 -0.230
H -0.596 5.886 0.582 0.272
H -1.365 3.453 4.717 0.254
H -0.634 4.972 4.662 0.340
H -1.971 4.684 3.456 0.328
H 0.292 2.512 1.433 -0.233
H -1.354 3.177 1.484 0.361
H -0.764 1.965 2.749 0.690
C -1.441 4.922 -3.189 -0.591
N -1.892 3.705 -3.798 0.336
C -2.550 3.758 -5.044 -1.033
C -1.871 2.524 -3.057 0.514
O -2.378 1.478 -3.423 -0.690
H -2.272 5.610 -2.940 0.363
H -0.767 5.542 -3.830 0.281
H -0.840 4.722 -2.311 -0.138
H -1.885 3.763 -5.877 0.271
H -3.065 2.791 -5.097 0.304
H -3.150 4.669 -5.109 0.356
H -1.352 2.668 -2.080 -0.105
C 2.405 3.772 -2.970 -0.594
N 1.926 3.427 -4.310 0.194
C 1.433 2.131 -4.616 -0.087
C 1.426 4.459 -5.056 -0.256
O 0.624 4.347 -5.982 -0.558
H 3.236 4.463 -2.990 0.383
H 2.705 2.827 -2.474 -0.139
H 1.632 4.224 -2.379 0.326
H 1.442 1.843 -5.715 0.244
H 1.927 1.378 -4.021 0.131
H 0.347 2.142 -4.380 -0.225
H 1.732 5.460 -4.742 0.493
C 6.794 -1.246 -0.894 -0.994
N 5.373 -0.941 -0.624 0.220
C 4.623 -0.410 -1.732 -0.324
C 4.818 -1.294 0.517 -0.081
O 3.617 -1.347 0.780 -0.503
H 6.820 -1.988 -1.700 0.331
H 7.269 -1.685 -0.045 0.362
H 7.321 -0.274 -1.105 0.299
H 4.823 -0.909 -2.650 0.437
H 3.550 -0.595 -1.513 -0.281
H 4.894 0.630 -1.942 0.332
H 5.528 -1.472 1.308 0.401
C 0.325 -1.534 -0.082 -1.981
N -0.080 -0.261 -0.515 1.142
C -1.515 0.099 -0.550 -0.262
C 0.925 0.643 -0.674 -0.039
O 0.778 1.802 -0.959 0.250
H 1.252 -1.771 -0.546 0.533
H -0.354 -2.235 -0.487 1.055
H 0.382 -1.649 0.990 0.133
H -1.856 0.084 -1.527 0.169
H -2.115 -0.521 0.150 -0.201
H -1.556 1.128 -0.159 0.021
H 1.895 0.122 -0.832 -0.784
C -1.092 -6.864 -1.427 -0.932
N 0.119 -6.481 -0.648 0.223
C 0.472 -5.035 -0.532 -1.060
C 0.959 -7.442 -0.329 0.112
O 0.830 -8.587 -0.697 -0.596
H -1.874 -6.157 -1.130 0.253
H -1.383 -7.864 -1.147 0.351
H -0.814 -6.920 -2.450 0.339
H 1.033 -4.656 -1.374 0.308
H -0.418 -4.478 -0.497 0.313
H 0.977 -4.894 0.420 0.412
H 1.891 -7.111 0.274 0.282
C -1.949 -1.879 -4.121 -0.842
N -0.547 -1.975 -3.841 0.275
C 0.140 -3.266 -4.154 -1.056
C 0.253 -0.931 -3.583 0.757
O 1.444 -0.921 -3.376 -0.664
H -2.181 -2.485 -4.974 0.480
H -2.145 -0.822 -4.518 0.218
H -2.587 -2.186 -3.268 0.186
H 0.308 -3.217 -5.229 0.351
H 1.078 -3.274 -3.622 0.264
H -0.539 -4.140 -3.923 0.350
H -0.418 -0.012 -3.563 -0.338
```

The value obtained for the HOMO-LUMO gap is 8.6 eV. The strongest force on any atom is 3.71 eV Å⁻¹. The molecular weight comes out at 797.0 Da. The charge is 0. The total energy is -85215.1738 eV. Its structure (SMILES) is CN(C)P(=O)(N(C)C)N(C)C.CN(C)P(=O)(N(C)C)N(C)C.CN(C)C=O.CN(C)C=O.CN(C)C=O.CN(C)C=O.CN(C)C=O.CN(C)C=O.

No. 2
ORCA calculation (the ωB97M-V functional and the def2-TZVPD basis) on 8 unconnected molecules or ions with the total composition C30H78N2O10 in a non-equilibrium geometry.

```
120
Properties=species:S:1:pos:R:3:mulliken_charge:R:1
C 8.498 2.844 -1.576 -0.806
O 7.595 2.723 -0.456 -0.329
C 7.096 1.402 -0.542 -0.245
C 5.994 1.337 0.508 -0.761
N 5.355 0.068 0.370 -0.243
C 5.957 -1.277 0.557 -0.649
C 4.916 -2.366 0.919 -0.633
O 4.189 -2.921 -0.190 -0.144
C 3.730 -4.280 0.089 -0.777
H 9.048 3.782 -1.503 0.312
H 8.024 3.085 -2.527 0.310
H 9.301 2.108 -1.616 0.306
H 7.813 0.616 -0.306 0.305
H 6.620 1.035 -1.452 0.333
H 5.091 1.905 0.285 0.331
H 6.401 1.359 1.519 0.250
H 4.755 0.143 -0.439 0.209
H 6.655 -1.317 1.394 0.386
H 6.433 -1.553 -0.384 0.327
H 4.280 -1.882 1.660 0.281
H 5.533 -3.123 1.403 0.369
H 4.565 -4.971 0.201 0.360
H 3.094 -4.684 -0.699 0.187
H 3.036 -4.330 0.928 0.324
C 2.465 -3.936 7.062 -0.781
O 1.272 -3.301 7.477 -0.269
C 1.441 -1.870 7.689 -0.527
C 0.043 -1.408 8.221 -0.836
N -1.112 -1.243 7.233 -0.486
C -1.378 -2.305 6.240 -0.267
C -2.736 -2.096 5.562 -0.497
O -3.768 -2.385 6.474 -0.373
C -4.071 -3.673 6.955 -0.685
H 2.944 -4.149 8.018 0.286
H 3.148 -3.279 6.524 0.305
H 2.374 -4.885 6.533 0.259
H 1.813 -1.277 6.854 0.371
H 2.122 -1.753 8.533 0.433
H -0.004 -0.462 8.759 0.445
H -0.321 -2.052 9.022 0.365
H -1.909 -1.128 7.843 0.268
H -1.429 -3.225 6.822 0.195
H -0.580 -2.343 5.499 0.322
H -2.699 -2.711 4.663 0.354
H -2.799 -1.074 5.189 0.307
H -4.297 -3.496 8.007 0.208
H -3.314 -4.422 6.725 0.358
H -4.964 -3.942 6.391 0.249
C -6.111 4.790 -3.434 -1.327
C -4.819 4.706 -4.255 0.557
C -3.505 4.947 -3.393 -1.284
O -4.817 3.440 -4.783 -0.501
H -6.165 5.623 -2.733 0.374
H -6.264 3.960 -2.745 0.334
H -6.898 4.900 -4.180 0.314
H -4.906 5.393 -5.097 0.202
H -2.518 5.107 -3.827 0.381
H -3.396 4.164 -2.642 0.320
H -3.627 5.915 -2.906 0.353
H -3.942 3.402 -5.178 0.273
C 0.021 -0.893 -0.473 -1.088
C -0.664 -0.209 0.654 0.416
C -0.979 1.344 0.483 -1.156
O -1.938 -0.835 0.905 -0.504
H 0.987 -0.424 -0.657 0.280
H -0.529 -0.774 -1.406 0.279
H 0.140 -1.950 -0.234 0.281
H -0.046 -0.343 1.542 0.283
H -0.151 1.901 0.045 0.330
H -1.290 1.864 1.389 0.327
H -1.814 1.520 -0.196 0.244
H -2.458 -0.631 0.123 0.303
C -4.766 -2.155 -4.590 -1.259
C -5.059 -2.113 -3.074 0.556
C -4.550 -3.346 -2.345 -1.284
O -4.420 -0.916 -2.691 -0.499
H -5.067 -1.244 -5.108 0.374
H -5.177 -3.048 -5.060 0.350
H -3.708 -2.392 -4.697 0.300
H -6.099 -1.912 -2.816 0.215
H -4.662 -3.100 -1.289 0.302
H -3.553 -3.678 -2.634 0.310
H -5.132 -4.266 -2.408 0.382
H -4.782 -0.141 -3.128 0.254
C 4.023 -5.408 -4.409 -1.198
C 3.436 -4.004 -4.676 0.279
C 1.864 -4.020 -4.483 -1.050
O 3.986 -3.047 -3.853 -0.482
H 3.624 -5.862 -3.502 0.250
H 5.103 -5.548 -4.372 0.334
H 3.652 -6.102 -5.163 0.403
H 3.612 -3.995 -5.752 0.307
H 1.465 -4.689 -5.246 0.363
H 1.371 -3.076 -4.716 0.253
H 1.619 -4.334 -3.468 0.280
H 3.691 -3.287 -2.971 0.258
C 0.199 0.723 -7.524 -1.269
C -0.551 1.525 -6.418 0.470
C 0.422 1.904 -5.285 -1.247
O -1.257 2.623 -6.734 -0.502
H -0.418 0.624 -8.416 0.328
H 0.588 -0.256 -7.244 0.323
H 1.045 1.339 -7.830 0.328
H -1.307 0.868 -5.987 0.240
H 0.838 1.015 -4.811 0.348
H -0.025 2.596 -4.570 0.282
H 1.268 2.419 -5.739 0.385
H -0.656 3.316 -7.020 0.319
C -2.243 5.992 3.965 -1.216
C -3.368 6.804 3.406 0.451
C -4.742 6.411 3.974 -1.186
O -3.232 8.172 3.584 -0.534
H -1.348 6.135 3.360 0.307
H -2.377 4.921 4.117 0.335
H -1.966 6.391 4.941 0.304
H -3.323 6.654 2.328 0.220
H -5.604 6.867 3.488 0.320
H -4.850 6.750 5.004 0.310
H -4.865 5.331 3.900 0.337
H -3.235 8.357 4.526 0.351
```

For the relative energy (zero: lowest compared OMol25 entry of this formula, charge and spin), the calculation gives 136.0 kcal/mol. The value obtained for the HOMO-LUMO gap is 8.6 eV. The strongest force on any atom is 4.10 eV Å⁻¹. The molecular weight comes out at 627.0 Da. The charge is 0. The total energy is -55822.2725 eV. Its structure (SMILES) is COCCNCCOC.COCCNCCOC.CC(C)O.CC(C)O.CC(C)O.CC(C)O.CC(C)O.CC(C)O.

No. 3
ORCA calculation (the ωB97M-V functional and the def2-TZVPD basis) on a molecular structure, C30H79N6O10 in a non-equilibrium geometry.

```
125
Properties=species:S:1:pos:R:3:mulliken_charge:R:1
N -26.967 -33.044 3.273 2.289
H -28.012 -33.077 3.086 0.099
H -26.928 -32.061 3.393 -0.194
H -26.253 -33.300 2.579 -0.656
H -26.684 -33.534 4.091 -0.618
C -28.136 -30.911 2.162 -1.996
O -28.929 -31.969 2.856 0.559
C -30.231 -31.654 3.116 -1.492
C -30.645 -32.819 4.081 1.080
N -32.119 -32.775 4.374 -0.297
C -32.859 -33.312 3.259 0.125
C -34.346 -33.438 3.528 -0.371
O -35.020 -33.638 2.329 -0.273
C -36.510 -33.441 2.570 -1.016
H -27.282 -31.206 1.753 0.536
H -27.919 -30.056 2.807 0.408
H -28.585 -30.411 1.345 0.594
H -30.708 -31.639 2.163 0.566
H -30.476 -30.695 3.331 0.540
H -30.168 -32.789 5.021 -0.252
H -30.193 -33.695 3.649 -1.353
H -32.223 -31.657 4.540 0.430
H -32.455 -34.379 2.939 -0.003
H -32.656 -32.809 2.245 0.041
H -34.650 -32.516 4.161 0.285
H -34.548 -34.402 4.126 0.253
H -36.839 -34.193 2.906 0.536
H -36.665 -33.222 1.465 0.214
H -36.742 -32.748 3.345 0.361
C -27.761 -37.849 5.127 -0.527
O -28.508 -37.428 4.005 -0.400
C -27.722 -36.523 3.222 -0.207
C -28.533 -36.139 1.989 -0.699
N -27.795 -35.132 1.298 -0.261
C -28.751 -34.362 0.363 0.136
C -29.826 -35.302 -0.447 -0.627
O -30.625 -34.433 -1.426 -0.461
C -31.573 -33.541 -0.965 -0.706
H -28.412 -38.709 5.730 0.208
H -27.365 -37.054 5.675 0.065
H -26.887 -38.359 4.612 0.349
H -26.833 -37.133 2.944 0.496
H -27.360 -35.767 3.617 -0.073
H -29.610 -35.855 2.170 -0.016
H -28.669 -36.880 1.299 0.907
H -26.947 -35.535 0.618 0.392
H -28.167 -33.762 -0.402 0.306
H -29.385 -33.795 0.761 -0.347
H -30.610 -35.527 0.302 0.365
H -29.489 -36.217 -0.922 0.293
H -32.454 -33.990 -0.601 0.353
H -32.039 -33.367 -1.899 0.455
H -31.245 -32.514 -0.308 0.113
C -29.600 -34.752 5.553 -1.052
O -29.085 -33.526 5.328 0.738
C -29.032 -32.698 6.429 -1.264
C -28.398 -31.416 6.004 -0.890
N -26.949 -31.403 6.083 0.080
C -26.340 -30.187 5.519 -0.728
C -25.012 -30.509 4.912 -0.520
O -24.658 -29.346 4.081 -0.466
C -23.319 -29.482 3.550 -0.680
H -30.008 -35.338 4.700 0.118
H -30.465 -34.613 6.080 0.581
H -28.956 -35.301 6.245 0.233
H -28.659 -33.060 7.350 0.740
H -29.963 -32.520 6.890 0.476
H -28.943 -30.633 6.746 0.323
H -28.747 -31.131 5.093 0.226
H -26.650 -31.499 7.000 0.326
H -26.618 -29.257 6.165 0.575
H -26.954 -29.752 4.658 -0.012
H -24.825 -31.346 4.209 -0.056
H -24.416 -30.416 5.664 0.935
H -23.039 -28.735 2.887 0.312
H -23.161 -30.835 3.319 0.126
H -22.658 -29.348 4.340 0.398
C -27.232 -25.949 -2.865 -0.764
O -25.928 -26.357 -3.226 -0.404
C -25.139 -26.993 -2.188 -0.737
C -25.677 -28.382 -1.913 -0.575
N -24.943 -28.890 -0.817 -0.234
C -25.322 -30.292 -0.506 -0.534
C -24.546 -30.732 0.687 -0.309
O -24.890 -32.028 1.028 0.086
C -24.383 -33.216 0.475 -0.930
H -27.444 -25.527 -3.874 0.236
H -26.853 -25.266 -2.244 0.463
H -28.016 -26.752 -2.668 0.223
H -25.394 -26.390 -1.232 0.239
H -24.143 -26.897 -2.206 0.573
H -25.727 -28.902 -2.804 0.439
H -26.733 -28.391 -1.531 0.243
H -25.044 -28.118 -0.037 0.286
H -25.128 -30.880 -1.409 0.314
H -26.323 -30.231 -0.380 0.325
H -24.896 -30.152 1.498 -0.054
H -23.431 -31.077 0.406 0.263
H -24.743 -33.198 -0.649 0.273
H -24.711 -34.208 1.050 -0.285
H -23.523 -33.163 0.513 0.942
C -25.331 -34.888 6.161 -0.881
O -25.006 -35.172 4.738 0.212
C -23.704 -35.602 4.661 -1.310
C -23.485 -36.260 3.287 0.224
N -22.091 -36.869 3.197 -0.378
C -21.893 -37.799 2.003 -0.394
C -20.436 -38.122 1.972 -0.559
O -20.256 -38.742 0.737 -0.299
C -18.958 -39.231 0.505 -0.825
H -26.293 -35.031 6.137 -0.269
H -24.801 -34.146 6.560 0.580
H -25.150 -35.833 6.808 0.411
H -23.461 -36.054 5.504 0.608
H -23.097 -34.616 4.927 0.253
H -23.524 -35.488 2.517 -0.095
H -24.138 -37.250 3.292 0.255
H -21.980 -37.583 3.821 0.263
H -22.221 -37.238 0.986 0.205
H -22.520 -38.730 1.998 0.240
H -19.916 -38.816 2.751 0.286
H -19.866 -37.306 2.088 0.447
H -18.990 -39.960 -0.277 0.284
H -18.373 -39.830 1.236 0.319
H -18.364 -38.393 0.161 0.317
```

For the relative energy (zero: lowest compared OMol25 entry of this formula, charge and spin), the calculation gives 196.7 kcal/mol. The value obtained for the HOMO-LUMO gap is 9.1 eV. The strongest force on any atom is 15.71 eV Å⁻¹. The molecular weight comes out at 684.0 Da. The charge is +1. The total energy is -61771.9956 eV.